Record 1
The following is a DFT calculation (ωB97M-V with the def2-TZVPD basis set) of 9 unconnected molecules or ions with the total composition C43H102Br2N7O7 in a non-equilibrium geometry.

Each line ends with the Löwdin charge.
Atoms and positions in Å:
1 C -0.15205 -8.78615 3.33283  0.0062
2 C -0.22875 -7.26749 3.16464  -0.4178
3 C 0.03304 -6.49690 4.51039  -0.1080
4 C 1.49564 -6.52602 4.97700  -0.1624
5 C 2.36197 -5.89388 3.89742  -0.1466
6 C 2.19848 -6.52707 2.49315  -0.4185
7 N 0.78416 -6.84747 2.11999  0.1540
8 O 0.58091 -7.45989 0.87238  0.1466
9 C 3.00193 -7.88812 2.48581  0.0390
10 C 2.82795 -5.54838 1.49341  -0.0193
11 C -1.63696 -6.90051 2.69643  -0.0359
12 H -0.10143 -9.30974 2.37816  0.1063
13 H -1.10635 -9.17255 3.69073  0.1116
14 H 0.59792 -9.18983 4.01304  0.0984
15 H -0.63427 -6.75242 5.33350  0.1435
16 H -0.17776 -5.43085 4.42553  0.0796
17 H 1.87293 -7.53605 5.13700  0.1172
18 H 1.52901 -6.07448 5.96852  0.1220
19 H 3.42795 -5.82319 4.11371  0.1390
20 H 1.97080 -4.87711 3.86168  0.0834
21 H 3.36710 -8.20099 1.50761  0.1072
22 H 2.43259 -8.71635 2.90768  0.0815
23 H 3.90995 -7.78004 3.07905  0.1116
24 H 2.50486 -4.51163 1.58750  0.0633
25 H 2.76648 -5.88483 0.45846  0.0945
26 H 3.88712 -5.41986 1.71644  0.1058
27 H -1.99667 -7.31840 1.75618  0.0867
28 H -1.81381 -5.83518 2.54845  0.0387
29 H -2.39270 -7.38744 3.31275  0.1087
30 C -2.90751 6.53552 -1.80226  -0.0152
31 C -2.64282 5.45916 -2.84456  -0.4394
32 C -3.32616 4.20033 -2.24436  -0.1316
33 C -3.60150 3.08585 -3.24251  -0.2045
34 C -4.45856 3.68418 -4.33258  -0.1109
35 C -3.95176 5.02640 -5.09268  -0.3476
36 N -3.22278 5.93009 -4.10973  0.1214
37 O -2.94097 7.24195 -4.50761  0.1862
38 C -5.21093 5.79737 -5.62785  0.0197
39 C -2.87727 4.60247 -6.16005  0.0247
40 C -1.11066 5.21094 -3.00241  0.0216
41 H -3.96367 6.72167 -1.60738  0.1115
42 H -2.54912 7.49697 -2.17004  0.0970
43 H -2.56007 6.30782 -0.79452  0.0753
44 H -4.32458 4.38840 -1.84952  0.1354
45 H -2.86677 3.75727 -1.36075  0.1099
46 H -4.08411 2.29674 -2.66589  0.1171
47 H -2.72973 2.62792 -3.70987  0.0991
48 H -5.39133 3.84396 -3.79173  0.1226
49 H -4.88146 2.91257 -4.97591  0.1393
50 H -5.96780 5.98251 -4.86564  0.1016
51 H -5.68531 5.33476 -6.49333  0.1118
52 H -4.82139 6.75172 -5.98221  0.0869
53 H -3.30063 4.13782 -7.05053  0.1147
54 H -2.07800 3.98591 -5.74882  0.0747
55 H -2.33751 5.48216 -6.51061  0.0951
56 H -0.65097 6.11867 -3.39333  0.0987
57 H -0.97459 4.41226 -3.73159  0.0821
58 H -0.57175 5.11249 -2.06008  0.0721
59 C 3.53101 0.84510 -3.99329  0.0392
60 C 4.59971 1.87918 -3.38846  -0.3730
61 C 4.56803 3.22740 -4.09613  -0.1498
62 C 3.37671 4.18042 -3.99970  -0.1577
63 C 3.21666 4.52557 -2.51123  -0.1258
64 C 3.17690 3.29679 -1.50749  -0.3739
65 N 4.25753 2.23923 -1.93064  0.1620
66 O 4.52121 1.34312 -0.91207  0.1453
67 C 1.73726 2.65841 -1.51752  0.0052
68 C 3.47282 3.91831 -0.17195  -0.0358
69 C 6.07630 1.37347 -3.41869  0.0119
70 H 3.84865 0.72533 -5.02908  0.1102
71 H 2.49636 1.11820 -4.20069  0.0795
72 H 3.49490 -0.14737 -3.54405  0.0747
73 H 4.71200 3.10383 -5.16949  0.1447
74 H 5.40966 3.85738 -3.80821  0.1411
75 H 2.43379 3.74820 -4.33465  0.1058
76 H 3.54196 5.05640 -4.62696  0.1359
77 H 2.36059 5.18013 -2.34757  0.1199
78 H 4.10127 5.12966 -2.30965  0.1257
79 H 0.96294 3.36625 -1.22174  0.0716
80 H 1.64129 1.95514 -0.69030  0.0716
81 H 1.37890 2.21687 -2.44742  0.0760
82 H 3.45087 3.10513 0.55355  0.0717
83 H 2.73882 4.56873 0.30378  0.0919
84 H 4.41123 4.44799 -0.00788  0.1134
85 H 6.49148 1.72547 -4.36305  0.1056
86 H 6.20131 0.29639 -3.52989  0.0981
87 H 6.72831 1.64481 -2.58841  0.1029
88 C -4.53238 -3.29543 0.43371  -0.0196
89 C -3.99287 -3.73470 -0.95174  -0.3082
90 C -2.63703 -4.50692 -1.03136  -0.1721
91 O -2.19824 -4.58878 -2.38543  -0.1857
92 C -0.82147 -4.99171 -2.60887  -0.0417
93 N -5.09634 -4.55519 -1.50306  0.2392
94 H -5.04169 -5.45830 -1.05416  0.1719
95 H -5.94790 -4.12245 -1.17491  0.1708
96 H -5.01824 -4.74586 -2.49181  0.1800
97 H -5.35315 -2.57825 0.44240  0.0950
98 H -3.63349 -2.81641 0.82183  0.0539
99 H -4.74815 -4.21142 0.98372  0.0976
100 H -3.93160 -2.78314 -1.47982  0.1480
101 H -2.65865 -5.47264 -0.52637  0.1327
102 H -1.94727 -3.88104 -0.46515  0.0784
103 H -0.23340 -4.09290 -2.42334  0.0674
104 H -0.67466 -5.31335 -3.63993  0.1032
105 H -0.46063 -5.80628 -1.98089  0.0876
106 C -2.20346 6.34786 2.33938  0.0003
107 C -1.07468 5.29350 2.54365  -0.2327
108 C -0.96142 4.24719 1.44470  -0.2033
109 O -0.08720 3.17397 1.73174  -0.1874
110 C -0.63768 2.27687 2.63686  -0.1071
111 N 0.35251 5.97493 2.67044  0.2522
112 H 0.15898 6.73840 3.30269  0.1594
113 H 1.14150 5.50097 3.08632  0.1670
114 H 0.66091 6.47353 1.84801  0.1621
115 H -2.02111 6.92481 1.43276  0.0790
116 H -2.16918 7.02307 3.19438  0.0978
117 H -3.21930 5.95269 2.34230  0.1144
118 H -1.23489 4.86235 3.53185  0.1485
119 H -0.57852 4.64000 0.50280  0.1146
120 H -1.95605 3.96978 1.09563  0.1304
121 H -1.66181 1.97313 2.42005  0.0745
122 H -0.66646 2.80894 3.58774  0.0954
123 H 0.00538 1.40758 2.77441  0.0768
124 C -1.48031 0.47033 -1.86124  -0.0248
125 C -1.23692 -0.70092 -0.86377  -0.2356
126 C 0.15154 -1.37525 -1.15601  -0.1739
127 O 1.20130 -0.55648 -0.64427  -0.2382
128 C 2.47645 -1.18652 -0.74901  -0.0638
129 N -1.22591 -0.18229 0.57640  0.1892
130 H -1.17103 -0.99938 1.16754  -0.0571
131 H -0.40326 0.37783 0.74849  0.1147
132 H -2.05938 0.34904 0.78403  -0.0324
133 H -2.29410 1.10086 -1.50310  0.0331
134 H -1.77434 0.17645 -2.86886  0.0964
135 H -0.60248 1.11306 -1.92759  0.0584
136 H -2.04087 -1.43594 -0.82483  0.1233
137 H 0.43814 -1.53377 -2.19564  0.1327
138 H 0.16561 -2.33037 -0.63099  0.0806
139 H 2.68146 -1.24656 -1.81787  0.0826
140 H 2.67536 -2.07619 -0.15149  0.0971
141 H 3.14055 -0.45649 -0.28627  0.0643
142 C 2.61287 -2.65781 6.38759  -0.0088
143 C 1.84590 -1.40021 5.85454  -0.2454
144 C 2.51188 -0.86666 4.45173  -0.1317
145 O 2.12452 0.50016 4.17296  -0.1913
146 C 2.76333 0.95666 2.99527  -0.1112
147 N 0.46758 -1.87377 5.57762  0.2075
148 H 0.16118 -2.39779 6.38485  0.1645
149 H -0.09525 -1.05753 5.38509  0.1628
150 H 0.24679 -2.46103 4.78612  0.0124
151 H 3.64065 -2.34529 6.57224  0.1041
152 H 2.60610 -3.40660 5.59552  0.0649
153 H 2.04431 -3.01388 7.24669  0.0962
154 H 1.89353 -0.61392 6.60792  0.1611
155 H 2.28861 -1.54536 3.62856  0.1038
156 H 3.59450 -0.95422 4.54315  0.1269
157 H 2.49877 2.00510 2.85789  0.0787
158 H 2.32713 0.40292 2.16388  0.0770
159 H 3.85210 0.90482 2.99270  0.1039
160 Br -4.55605 0.99686 0.89957  -0.5054
161 Br -0.65017 -2.98313 2.34805  -0.1508

As for the net charge: +5. The calculation puts the LUMO energy at -0.502 hartree. As for the energy above the lowest of the compared OMol25 structures with the same formula, charge and spin: 154.2 kcal per mole. As for the spin multiplicity: 1. The calculation puts the HOMO energy at -0.610 hartree. Its electronic energy is -211033.189 eV. Its gap between HOMO and LUMO is 2.95 eV. As for the molar mass: 989.14 g/mol.

---

Record 2
The following is a DFT calculation (ωB97M-V with the def2-TZVPD basis set) of 11 unconnected molecules or ions with the total composition C43H105N3O11 in a non-equilibrium geometry.

Each line ends with the Löwdin spin population.
Atoms and positions in Å:
1 C -2.95880 -1.64159 3.36197  0.0003
2 C -3.21873 -3.13488 2.89595  0.0000
3 O -4.59480 -3.36105 2.60822  0.0001
4 H -1.90093 -1.47368 3.56402  0.0003
5 H -3.45914 -1.34509 4.28384  0.0000
6 H -3.46934 -0.93089 2.71209  0.0000
7 H -2.89910 -3.88445 3.61988  0.0000
8 H -2.69427 -3.43858 1.98996  0.0000
9 H -4.86293 -2.82963 1.85502  0.0000
10 C -6.06205 0.75075 4.63060  0.0000
11 C -5.98659 1.68691 3.31840  0.0000
12 O -4.90701 1.45470 2.41382  0.0000
13 H -5.23570 0.80706 5.33919  0.0000
14 H -6.19757 -0.28586 4.32212  0.0000
15 H -6.94808 1.08876 5.16802  0.0000
16 H -5.94310 2.70146 3.71449  0.0000
17 H -6.84680 1.54816 2.66351  0.0000
18 H -4.08121 1.72449 2.82229  0.0000
19 C -0.07793 1.22183 0.67583  0.0000
20 C -1.23302 0.47452 1.39265  0.0000
21 O -1.79844 1.35076 2.35276  0.0000
22 H 0.49593 0.46250 0.14462  0.0000
23 H 0.61295 1.63868 1.40866  0.0000
24 H -0.47199 2.07785 0.12806  0.0000
25 H -0.78430 -0.38225 1.89533  0.0000
26 H -1.88531 0.00069 0.65909  0.0000
27 H -1.67909 2.26606 2.08896  0.0000
28 C 1.51702 1.74353 4.35458  0.0000
29 C 2.69054 2.52247 3.88247  0.0000
30 O 2.81972 3.82027 4.41050  0.0000
31 H 0.58690 2.30057 4.24205  0.0000
32 H 1.65938 1.51759 5.41137  0.0000
33 H 1.41412 0.74094 3.93947  0.0000
34 H 2.68069 2.75750 2.81816  0.0000
35 H 3.64389 2.02660 4.06503  0.0000
36 H 3.73720 4.05060 4.24687  0.0000
37 C -3.07203 4.11542 4.04127  0.0000
38 C -1.84944 4.72574 3.37831  0.0000
39 O -1.59311 4.06049 2.17749  0.0000
40 H -2.72654 3.16624 4.45089  0.0000
41 H -3.92955 3.84353 3.42578  0.0000
42 H -3.46689 4.69014 4.87906  0.0000
43 H -0.98405 4.74856 4.04065  0.0000
44 H -1.96222 5.79810 3.21886  0.0000
45 H -0.74990 4.37624 1.84449  0.0000
46 C -3.66361 2.56189 -2.04385  0.0000
47 C -3.60659 1.67497 -0.74596  0.0000
48 O -4.81513 1.12569 -0.32310  0.0000
49 H -2.80737 3.18684 -2.29757  0.0000
50 H -4.49852 3.24083 -1.87045  0.0000
51 H -3.91531 2.05872 -2.97743  0.0000
52 H -3.27727 2.35950 0.03575  0.0000
53 H -2.83777 0.93621 -0.97232  0.0000
54 H -4.82729 0.94690 0.62002  0.0000
55 C 4.54255 2.81014 -0.80284  0.0000
56 C 4.06338 1.38042 -0.46872  0.0000
57 O 4.80167 0.45417 -1.21538  0.0000
58 H 4.00024 3.57708 -0.24984  0.0000
59 H 4.54391 3.06966 -1.86149  0.0000
60 H 5.57947 2.96554 -0.50492  0.0000
61 H 3.04937 1.27664 -0.85485  0.0000
62 H 4.18812 1.11185 0.58028  0.0000
63 H 4.64408 -0.41047 -0.82917  0.0000
64 C 1.46708 5.09543 0.23429  0.0000
65 C 1.76696 5.80516 1.50431  0.0000
66 O 0.86728 5.25924 2.47141  0.0000
67 H 2.32854 5.16332 -0.43007  0.0000
68 H 0.68511 5.62024 -0.31454  0.0000
69 H 1.16353 4.05053 0.29865  0.0000
70 H 1.64110 6.87449 1.33461  0.0000
71 H 2.80730 5.79632 1.82947  0.0000
72 H 1.49444 5.00526 3.15242  0.0000
73 C 1.04116 -2.84157 3.45870  0.0403
74 C 2.23485 -3.29927 4.31439  0.0539
75 C 1.87616 -4.39562 5.35214  0.0019
76 C 1.48235 -5.74211 4.67626  -0.0002
77 C 2.76604 -6.12210 3.93592  0.0011
78 C 3.41457 -5.03984 2.90847  0.0525
79 N 3.41402 -3.73466 3.55079  0.5967
80 O 3.93026 -2.60818 2.80784  0.1490
81 C 4.98927 -5.31405 2.83102  0.0338
82 C 2.71893 -5.14775 1.58703  0.0368
83 C 2.67552 -2.07763 5.22218  0.0115
84 H 1.23692 -1.95474 2.85596  0.0016
85 H 0.12657 -2.51767 3.95538  0.0054
86 H 0.68877 -3.58908 2.74796  -0.0001
87 H 2.51517 -4.69487 6.18294  0.0002
88 H 0.95119 -4.07735 5.83298  -0.0005
89 H 0.52485 -5.54656 4.19349  0.0001
90 H 1.17953 -6.37374 5.51138  0.0001
91 H 2.36617 -6.96844 3.37743  -0.0005
92 H 3.56083 -6.41610 4.62146  0.0003
93 H 5.14408 -4.74406 1.91491  0.0002
94 H 5.41917 -5.09051 3.80741  0.0004
95 H 5.27169 -6.29785 2.45623  0.0034
96 H 2.84234 -4.21161 1.04251  0.0001
97 H 3.07893 -5.94327 0.93460  0.0027
98 H 1.66067 -5.35962 1.73964  0.0014
99 H 1.94577 -1.75733 5.96581  0.0005
100 H 3.09662 -1.21040 4.71357  -0.0003
101 H 3.58621 -2.35833 5.75128  0.0003
102 H 4.33370 -2.05729 3.48265  0.0067
103 C -4.11266 -1.29395 -3.54194  0.0000
104 C -2.81331 -2.04817 -3.55456  0.0000
105 C -1.72407 -1.08236 -3.99145  0.0000
106 C -0.27317 -1.55325 -3.98293  0.0000
107 C -0.09402 -1.85770 -2.46342  0.0000
108 C -1.05697 -2.94288 -1.92941  0.0000
109 N -2.46548 -2.54894 -2.24608  0.0000
110 O -3.40331 -3.34965 -1.70855  0.0000
111 C -0.49383 -4.29382 -2.51229  0.0000
112 C -0.89424 -2.89419 -0.41913  0.0000
113 C -3.04908 -3.15001 -4.59842  0.0000
114 H -5.01985 -1.89537 -3.48342  0.0000
115 H -4.31431 -0.74300 -4.46056  0.0000
116 H -4.16785 -0.54317 -2.75366  0.0000
117 H -1.87700 -0.79402 -5.03144  0.0000
118 H -1.81583 -0.19262 -3.36851  0.0000
119 H 0.31090 -0.71700 -4.36718  0.0000
120 H -0.23736 -2.40189 -4.66604  0.0000
121 H -0.08053 -0.89505 -1.95232  0.0000
122 H 0.90888 -2.27479 -2.37219  0.0000
123 H 0.52174 -4.50123 -2.17509  0.0000
124 H -1.13359 -5.07894 -2.10929  0.0000
125 H -0.63964 -4.47091 -3.57788  0.0000
126 H -1.43519 -3.73068 0.02330  0.0000
127 H 0.10881 -2.98392 -0.00207  0.0000
128 H -1.16882 -1.91270 -0.03261  0.0000
129 H -3.72547 -2.86527 -5.40434  0.0000
130 H -3.59850 -3.98154 -4.15705  0.0000
131 H -2.11874 -3.54246 -5.00897  0.0000
132 H -3.80030 -2.71545 -1.10707  0.0000
133 C 2.79910 -0.35521 -5.68290  0.0000
134 C 2.23302 1.02631 -5.83809  0.0000
135 C 1.02750 0.89535 -6.79432  0.0000
136 C 0.00652 2.06498 -6.69982  0.0000
137 C -0.40086 2.36857 -5.24877  0.0000
138 C 0.87184 2.68727 -4.39849  0.0000
139 N 1.87352 1.60646 -4.53931  0.0000
140 O 3.08751 1.99923 -3.95490  0.0000
141 C 1.27064 4.14078 -4.72644  0.0000
142 C 0.43826 2.56860 -2.88380  0.0000
143 C 3.18562 1.97624 -6.64218  0.0000
144 H 2.08594 -1.06084 -6.10903  0.0000
145 H 2.95130 -0.55208 -4.62169  0.0000
146 H 3.71782 -0.50467 -6.25010  0.0000
147 H 1.23587 0.75187 -7.85455  0.0000
148 H 0.45230 -0.00352 -6.57233  0.0000
149 H -0.90420 1.77048 -7.22133  0.0000
150 H 0.29886 3.02857 -7.11711  0.0000
151 H -0.86127 1.45237 -4.87906  0.0000
152 H -1.13564 3.16497 -5.13059  0.0000
153 H 0.38067 4.75031 -4.56980  0.0000
154 H 2.04712 4.43632 -4.02087  0.0000
155 H 1.63298 4.26241 -5.74724  0.0000
156 H 1.23409 2.90714 -2.22036  0.0000
157 H -0.41827 3.16013 -2.56044  0.0000
158 H 0.24135 1.54400 -2.56833  0.0000
159 H 3.51093 1.56986 -7.59985  0.0000
160 H 4.13914 2.32586 -6.24637  0.0000
161 H 2.64957 2.86503 -6.97505  0.0000
162 H 3.22565 1.35143 -3.26001  0.0000

As for the net charge: +1. The calculation puts the LUMO energy (spin up / spin down) at -0.111 / -0.266 hartree. As for the energy above the lowest of the compared OMol25 structures with the same formula, charge and spin: 35.8 kcal per mole. As for the spin multiplicity: 2. The calculation puts the HOMO energy (spin up / spin down) at -0.360 / -0.360 hartree. Its electronic energy is -73269.915 eV. Its gap between HOMO and LUMO (spin up / spin down) is 6.77 / 2.58 eV. As for the molar mass: 840.32 g/mol. As for the expectation value of S²: 0.75.